[1]
The following is a DFT calculation (wB97M-V/def2-TZVPD) of 14 unconnected molecules or ions with the total composition C19H61F3N2O17P at a distorted geometry.

E_tot, Ha: -2789.3927
E_LUMO, eV: -4.213
Kohn-Sham gap, eV: 7.50
Net charge: +1

Last column: Mulliken charge in e.
Positions of all 103 atoms, in Å:
C (5.76929, 1.85649, 2.97903)  -0.909
C (4.32194, 1.58572, 2.19594)  -0.061
N (3.69392, 0.26538, 1.79785)  0.037
C (2.36118, 0.56470, 1.09272)  -0.144
N (2.12568, 2.05775, 1.02847)  0.518
C (1.00898, 2.88895, 0.42032)  -0.814
O (0.39228, 3.83053, 1.37355)  -0.226
C (-0.67796, 3.20234, 2.16350)  0.677
F (-0.44368, 3.62328, 3.59566)  -0.261
F (-0.67679, 1.72133, 2.15981)  -0.171
F (-2.01413, 3.80455, 1.80923)  -0.189
C (3.30040, 2.75802, 1.67648)  0.152
P (3.57201, 4.66370, 1.84317)  0.951
O (3.15145, 5.46403, 0.50820)  -0.644
O (5.23603, 5.09183, 2.16808)  -0.470
O (2.59368, 5.34303, 3.14863)  -0.509
H (5.53865, 2.27640, 4.06923)  0.280
H (6.45898, 0.91009, 3.00195)  0.374
H (6.31936, 2.68378, 2.32351)  0.279
H (4.16675, -0.64476, 1.99025)  0.296
H (1.63335, -0.24964, 0.66527)  0.346
H (0.21292, 2.23678, -0.18471)  0.423
H (1.52903, 3.56647, -0.41377)  0.378
H (5.29353, 5.61363, 3.02645)  0.323
H (3.08599, 5.18021, 4.02788)  0.315
C (2.03019, -0.70861, -2.69513)  -0.375
O (1.48386, -1.07020, -1.44018)  -0.359
H (1.58170, 0.23322, -3.01987)  0.110
H (3.11133, -0.58097, -2.59979)  0.112
H (1.80773, -1.48748, -3.42855)  0.237
H (1.90039, -1.90873, -1.17794)  0.236
C (5.32523, 1.70304, -1.64679)  -0.442
O (5.68219, 2.34050, -0.43421)  -0.560
H (6.08219, 1.92684, -2.40214)  0.326
H (5.27739, 0.62243, -1.49112)  0.086
H (4.35539, 2.07664, -1.98424)  0.217
H (4.99281, 2.12391, 0.21638)  0.358
C (-1.18970, -1.40946, 3.94058)  -0.303
O (-0.07035, -0.54771, 3.84808)  -0.496
H (-0.84563, -2.41152, 4.20727)  0.237
H (-1.87023, -1.04273, 4.71300)  0.321
H (-1.70233, -1.44730, 2.97631)  -0.035
H (-0.40655, 0.33317, 3.61049)  0.308
C (2.60988, -4.90317, -2.68085)  -0.497
O (2.39382, -4.19926, -1.47174)  -0.423
H (2.47668, -4.21675, -3.52032)  0.212
H (3.62798, -5.30002, -2.69560)  0.268
H (1.88797, -5.71940, -2.76244)  0.208
H (2.51888, -4.83348, -0.74542)  0.265
C (-2.73176, -2.46882, 0.23051)  -0.270
O (-2.32869, -2.40291, -1.12496)  -0.516
H (-3.65558, -3.04807, 0.29877)  0.073
H (-1.95276, -2.95876, 0.81988)  0.242
H (-2.90877, -1.45898, 0.60856)  0.179
H (-1.50723, -1.88351, -1.15403)  0.228
C (-3.54109, 0.86280, -1.88710)  -0.627
O (-3.18557, 0.90039, -0.51732)  -0.399
H (-2.95522, 0.08667, -2.38512)  0.205
H (-4.60473, 0.63069, -1.98222)  0.312
H (-3.32575, 1.83029, -2.34714)  0.278
H (-3.72113, 1.59759, -0.10197)  0.235
C (-5.39359, 4.56561, 0.98977)  -0.588
O (-5.36612, 3.15024, 0.98002)  -0.480
H (-5.28061, 4.93027, -0.03390)  0.208
H (-6.34909, 4.90968, 1.39337)  0.308
H (-4.57044, 4.94281, 1.60147)  0.287
H (-5.46851, 2.85595, 1.90107)  0.271
C (-0.23459, 2.09976, -5.38437)  -0.603
O (0.12093, 2.13735, -4.01459)  -0.389
H (0.35128, 1.32363, -5.88239)  0.225
H (-1.29823, 1.86765, -5.47949)  0.266
H (-0.01926, 3.06725, -5.84441)  0.271
H (-0.41464, 2.83455, -3.59924)  0.256
C (-5.66180, -5.69576, 0.19549)  -0.605
O (-4.45485, -6.19361, -0.35181)  -0.431
H (-6.12813, -6.47855, 0.79833)  0.247
H (-5.44671, -4.83115, 0.82828)  0.224
H (-6.33892, -5.40961, -0.61301)  0.280
H (-4.06409, -5.47756, -0.88096)  0.294
C (-1.32465, -7.84848, -1.29029)  -0.421
O (-0.20530, -6.98673, -1.38279)  -0.464
H (-0.98058, -8.85054, -1.02360)  0.238
H (-2.00518, -7.48175, -0.51787)  0.109
H (-1.83728, -7.88632, -2.25456)  0.253
H (-0.54151, -6.10585, -1.62038)  0.278
C (7.38850, -1.71558, -2.03203)  -0.511
O (7.47948, -0.30741, -1.91840)  -0.437
H (6.41121, -1.97636, -2.44500)  0.162
H (8.17284, -2.07959, -2.70028)  0.278
H (7.49699, -2.16962, -1.04405)  0.262
H (8.35647, -0.10640, -1.54973)  0.272
C (-2.99888, -4.76433, 3.74611)  -0.254
O (-2.41034, -5.77131, 2.94378)  -0.483
H (-2.52922, -4.77616, 4.73248)  0.272
H (-2.84065, -3.78799, 3.28138)  -0.072
H (-4.06865, -4.96033, 3.85203)  0.288
H (-2.84678, -5.73659, 2.07560)  0.272
C (-6.30776, 8.06576, -0.42355)  -0.562
O (-7.16541, 6.96426, -0.65863)  -0.488
H (-5.84639, 7.95325, 0.56038)  0.208
H (-5.52773, 8.09117, -1.18850)  0.264
H (-6.88732, 8.99180, -0.44799)  0.301
H (-7.55990, 7.09168, -1.53815)  0.290

---

[2]
The following is a DFT calculation (wB97M-V/def2-TZVPD) of a molecular structure, C19H64F3N16O15Y at a distorted geometry.

E_tot, Ha: -3104.5358
E_LUMO, eV: -8.186
Kohn-Sham gap, eV: 4.21
Net charge: +2

Last column: Mulliken charge in e.
Positions of all 118 atoms, in Å:
Y (-2.41316, -1.42991, 3.58318)  1.591
C (-0.39596, -0.36453, 0.54778)  0.010
O (-1.15109, 0.61253, -0.25781)  0.214
O (-1.20830, -0.62725, 1.66960)  -0.109
C (0.17077, -1.63798, -0.25040)  0.263
F (0.30388, -2.69390, 0.53471)  -0.003
F (-0.67279, -1.96137, -1.32031)  0.052
F (1.36929, -1.39122, -0.71815)  -0.086
C (-0.53249, 1.08411, -1.43768)  0.765
C (-1.30467, 2.20685, -1.89877)  -1.883
H (-2.31866, 1.91262, -2.16963)  0.312
H (-1.32247, 3.03793, -1.19373)  0.278
H (-0.94127, 2.54940, -2.86764)  0.551
H (-0.58760, 0.25567, -2.14390)  -0.256
H (0.50144, 1.41845, -1.35220)  0.129
H (0.43550, 0.21847, 0.94386)  0.041
C (4.04045, -1.85229, 6.54848)  -1.376
C (3.70444, -3.37238, 6.33025)  0.511
C (3.82686, -3.90644, 4.85773)  -0.666
O (2.71417, -3.40990, 4.11242)  -0.177
C (2.86935, -3.69485, 2.68629)  -0.828
N (4.60495, -4.03982, 7.28234)  -0.724
H (4.93409, -1.46976, 6.05535)  0.384
H (4.06400, -1.58555, 7.60508)  0.469
H (3.18293, -1.28898, 6.18047)  0.206
H (2.72102, -3.54149, 6.76885)  0.102
H (3.80195, -4.99149, 4.75697)  0.330
H (4.68023, -3.48261, 4.32836)  0.320
H (2.15827, -2.99198, 2.25218)  -0.064
H (2.54023, -4.70183, 2.42982)  0.395
H (3.79350, -3.47979, 2.14984)  0.408
H (5.03075, -4.84445, 6.84487)  0.257
H (5.44545, -3.48472, 7.35663)  0.292
C (-2.89851, 5.72530, -2.29053)  -1.225
C (-4.33165, 6.30000, -2.31374)  0.629
C (-4.30620, 7.78613, -1.98772)  -0.791
O (-5.57092, 8.49126, -1.86411)  -0.350
C (-5.54177, 9.66453, -1.08172)  -0.791
N (-4.97802, 6.00495, -3.55976)  -0.751
H (-2.48838, 5.55715, -1.29473)  0.341
H (-2.23367, 6.35252, -2.88440)  0.369
H (-2.91813, 4.74988, -2.77660)  0.215
H (-4.90277, 5.82452, -1.51634)  0.166
H (-3.75726, 8.36505, -2.73044)  0.335
H (-3.84455, 7.90261, -1.00720)  0.375
H (-4.85686, 10.47526, -1.33014)  0.319
H (-5.35185, 9.45758, -0.02853)  0.320
H (-6.51696, 10.15132, -1.06966)  0.292
H (-5.28423, 5.05246, -3.69800)  0.216
H (-5.75868, 6.61614, -3.36711)  0.311
O (-2.53868, -3.01631, 1.77398)  -0.534
H (-3.30721, -3.22881, 1.24441)  0.345
H (-1.81478, -2.99364, 1.14813)  0.149
O (-0.46783, -2.95302, 3.62418)  -0.287
H (0.41383, -2.65021, 3.40690)  0.235
H (-0.32886, -3.75627, 4.12589)  0.237
O (0.45218, 4.15981, -5.70262)  -0.629
H (0.56252, 5.08731, -5.91190)  0.323
H (-0.43964, 4.09533, -5.36096)  0.314
O (-0.51850, -0.21665, 4.48476)  -0.377
H (-0.59259, 0.56942, 5.02590)  0.276
H (0.39229, -0.22035, 4.19035)  0.248
C (1.57300, 4.19010, 0.29756)  0.692
O (1.40863, 5.30767, -0.10772)  -0.656
N (0.85619, 3.63931, 1.17857)  -0.299
N (2.29535, 3.30476, -0.26262)  -0.341
H (0.12154, 4.22174, 1.55428)  0.163
H (0.97243, 2.63669, 1.21511)  0.100
H (2.59196, 3.55488, -1.19512)  0.219
H (2.41682, 2.35009, 0.04390)  0.095
C (3.79248, -5.21739, -1.16227)  0.766
O (4.13783, -4.13541, -1.55816)  -0.660
N (4.45977, -6.33244, -1.27408)  -0.459
N (2.61491, -5.40325, -0.62094)  -0.119
H (5.39592, -6.26462, -1.64708)  0.278
H (4.13538, -7.02305, -0.61231)  0.172
H (2.43148, -6.37478, -0.41458)  0.159
H (1.92015, -4.68233, -0.48798)  -0.178
C (4.90453, -0.36702, 0.89247)  0.742
O (4.19287, -0.62937, 1.81219)  -0.615
N (5.88602, 0.39319, 0.95942)  -0.379
N (4.59658, -0.74705, -0.32123)  -0.261
H (6.34139, 0.60960, 0.08426)  0.118
H (6.14727, 0.91712, 1.78244)  0.257
H (3.88030, -1.37859, -0.65016)  0.032
H (5.26059, -0.45754, -1.02506)  0.149
C (-3.42512, 0.07522, -4.16877)  0.608
O (-2.88373, 0.27940, -5.20831)  -0.650
N (-2.98018, -0.74162, -3.21779)  -0.264
N (-4.50924, 0.55989, -3.86542)  -0.332
H (-2.00513, -1.00144, -3.26118)  -0.101
H (-3.63028, -1.49047, -3.02623)  0.242
H (-5.02821, 0.32965, -3.03010)  0.186
H (-4.90035, 1.14380, -4.59081)  0.267
C (-3.35485, 2.05214, 2.89103)  0.611
O (-3.18922, 0.99173, 3.50602)  -0.627
N (-2.69941, 2.41966, 1.86992)  -0.017
N (-4.30170, 2.88773, 3.05779)  -0.395
H (-2.18395, 1.76394, 1.30033)  -0.022
H (-2.84362, 3.37418, 1.57294)  0.180
H (-4.93066, 2.59477, 3.79174)  0.233
H (-4.42332, 3.73525, 2.52204)  0.161
C (1.31623, -2.87388, -3.96037)  0.696
O (1.02938, -4.06764, -3.67139)  -0.714
N (0.58688, -2.03496, -4.65765)  -0.357
N (2.50739, -2.39888, -3.53477)  -0.278
H (1.01374, -1.15819, -4.92066)  0.156
H (-0.38747, -2.17811, -4.88181)  0.173
H (2.76791, -1.45622, -3.78702)  0.228
H (2.91566, -2.87526, -2.74326)  0.017
C (-1.20175, -6.41211, -1.59391)  0.626
O (-1.83612, -7.27308, -0.99180)  -0.729
N (-1.52886, -5.19734, -1.50895)  -0.197
N (-0.06187, -6.64089, -2.23099)  -0.323
H (-0.96159, -4.45197, -1.88674)  0.107
H (-2.29759, -4.98509, -0.88918)  0.077
H (0.45212, -5.92143, -2.71914)  0.267
H (0.32399, -7.56632, -2.10934)  0.209

---

[3]
The following is a DFT calculation (wB97M-V/def2-TZVPD) of 16 unconnected molecules or ions with the total composition C19H66F3N30O17 at a distorted geometry.

E_tot, Ha: -3985.2403
E_LUMO (spin up / spin down), eV: 3.073 / 3.068
Kohn-Sham gap (spin up / spin down), eV: 1.39 / 8.16
Multiplicity: 2
Net charge: -2

Last column: Mulliken charge in e.
Positions of all 135 atoms, in Å:
C (12.53243, 5.08744, 25.46540)  -0.641
O (13.36549, 4.68900, 24.33596)  0.217
O (13.13015, 6.21370, 26.12813)  -0.107
C (11.00059, 5.18112, 25.12764)  0.790
F (10.64932, 4.07423, 24.50072)  -0.490
F (10.23099, 5.22514, 26.19154)  -0.106
F (10.71815, 6.20693, 24.31592)  -0.309
C (13.70836, 3.26982, 24.12492)  -0.335
C (14.42343, 3.28662, 22.75937)  1.632
H (14.24756, 4.23644, 22.25439)  -0.612
H (15.48055, 3.02266, 22.78997)  -0.545
H (13.97223, 2.56099, 22.08263)  -0.170
H (12.70962, 2.83342, 24.13822)  0.132
H (14.21903, 2.77117, 24.94873)  0.195
H (12.53828, 4.18385, 26.07498)  0.479
C (16.84345, 6.15244, 26.24551)  0.578
O (18.05657, 6.08157, 26.02820)  -0.845
N (16.19201, 7.28487, 26.28692)  -0.283
N (16.07453, 5.10838, 26.38862)  -0.094
H (15.19511, 7.21865, 26.13886)  -0.055
H (16.73540, 8.08044, 25.98377)  0.275
H (15.07088, 5.21540, 26.35204)  -0.130
H (16.44024, 4.22262, 26.70762)  0.228
C (18.80204, 5.80710, 21.89469)  0.526
O (18.59428, 6.89626, 22.34334)  -0.694
N (17.83601, 4.86868, 21.86527)  0.297
N (19.92980, 5.36411, 21.48377)  -0.373
H (18.08412, 3.93977, 21.55598)  -0.060
H (16.91393, 5.22777, 22.06762)  0.049
H (20.24221, 4.41350, 21.62104)  0.203
H (20.54098, 6.16623, 21.42738)  0.264
C (11.51416, -0.52881, 22.72946)  0.672
O (12.19682, 0.43998, 22.39055)  -0.658
N (11.96070, -1.73355, 22.68129)  -0.372
N (10.39615, -0.50036, 23.45934)  -0.283
H (12.89553, -1.86300, 22.32151)  0.255
H (11.44285, -2.55086, 22.97099)  0.149
H (10.08777, 0.41118, 23.76607)  0.101
H (9.84123, -1.30511, 23.71339)  0.159
C (14.61464, 7.10176, 21.83837)  0.029
O (14.61983, 7.63559, 20.72994)  -0.846
N (15.71523, 6.87033, 22.45939)  -0.162
N (13.64095, 6.62520, 22.38274)  0.557
H (16.60084, 7.22625, 22.12909)  0.277
H (15.69528, 6.40203, 23.35404)  -0.048
H (12.82041, 6.46028, 21.81740)  0.257
H (13.68305, 6.31000, 23.34139)  -0.546
C (12.73410, 9.80429, 25.09346)  0.515
O (12.29292, 10.94116, 25.15146)  -0.736
N (12.17734, 8.80111, 24.54705)  0.094
N (14.01974, 9.58285, 25.10690)  -0.108
H (12.66841, 7.96995, 24.84391)  -0.501
H (11.31519, 8.89450, 24.02930)  0.210
H (14.67363, 10.35119, 25.15341)  0.239
H (14.14241, 8.65085, 24.73752)  -0.023
C (7.33280, 5.42227, 22.45391)  -1.450
O (7.69938, 4.41104, 21.92052)  0.135
N (8.03320, 6.54662, 22.54483)  -0.350
N (6.30192, 5.50391, 23.24888)  -0.712
H (8.90798, 6.62353, 22.04591)  0.285
H (7.69400, 7.18675, 23.24860)  0.247
H (5.88823, 4.67390, 23.64892)  0.504
H (6.20501, 6.42048, 23.66192)  0.754
C (8.85197, 6.86183, 30.37025)  0.298
O (8.57974, 6.18915, 31.39574)  -0.677
N (8.81303, 8.17370, 30.34678)  -0.186
N (9.30345, 6.38573, 29.26757)  -0.178
H (9.03055, 8.75024, 29.54654)  0.270
H (8.50795, 8.65204, 31.18237)  0.184
H (9.20542, 5.40036, 29.06872)  0.078
H (9.92708, 6.83326, 28.61115)  0.402
C (13.64947, -0.72693, 18.94872)  0.421
O (14.13729, -1.14578, 17.98807)  -0.655
N (12.93553, -1.42443, 19.77566)  -0.428
N (13.76891, 0.52978, 19.35073)  -0.145
H (12.65677, -0.80582, 20.52381)  0.193
H (13.16123, -2.40619, 19.70282)  0.241
H (13.23964, 0.98069, 20.08330)  0.123
H (14.36269, 1.14642, 18.81474)  0.208
C (8.15641, 1.76095, 25.29567)  -0.765
O (8.76707, 1.86239, 26.34359)  -0.186
N (8.30106, 2.29047, 24.10909)  0.542
N (7.17048, 0.99180, 25.21414)  -0.433
H (8.72559, 3.20253, 24.19863)  -0.116
H (7.44688, 2.26658, 23.57069)  0.156
H (6.98336, 0.76647, 26.18074)  0.343
H (6.54771, 0.91438, 24.42277)  0.343
C (10.67784, 9.13923, 28.00191)  -0.215
O (10.78470, 10.02057, 28.79751)  -0.642
N (11.50163, 8.07995, 27.99564)  0.193
N (9.87499, 9.15284, 26.96464)  -0.172
H (12.23986, 7.94716, 28.67201)  0.143
H (11.69589, 7.68913, 27.08480)  -0.246
H (9.13047, 9.83283, 26.90650)  0.399
H (10.24068, 8.75418, 26.11174)  0.016
C (12.06720, 4.24150, 29.74172)  0.579
O (12.27942, 3.14974, 29.20985)  -0.795
N (12.29015, 5.44970, 29.25125)  -0.050
N (11.29048, 4.43465, 30.74746)  -0.301
H (12.14847, 6.26190, 29.83465)  0.180
H (12.70391, 5.51180, 28.33199)  -0.103
H (10.93280, 5.36249, 30.92433)  -0.001
H (11.03730, 3.72800, 31.42321)  0.212
C (13.05595, -0.17316, 27.90611)  0.588
O (13.69532, -0.96901, 27.29152)  -0.718
N (12.88858, 1.06025, 27.41065)  0.034
N (12.45807, -0.36860, 29.02248)  -0.394
H (13.11687, 1.21837, 26.43957)  -0.067
H (12.57852, 1.81585, 28.00482)  0.345
H (12.14780, 0.31913, 29.69393)  0.223
H (12.70174, -1.29499, 29.34269)  0.232
C (15.22918, 4.10301, 18.44413)  0.561
O (14.91806, 2.94519, 18.47664)  -0.908
N (16.00016, 4.59950, 17.59484)  -0.344
N (14.73568, 5.00527, 19.29545)  -0.198
H (16.39330, 5.52320, 17.70587)  0.190
H (16.08445, 3.93287, 16.84078)  0.270
H (14.07167, 4.53248, 19.89184)  0.112
H (15.20172, 5.85585, 19.57727)  0.153
C (17.76979, 1.17883, 20.19270)  0.628
O (18.37190, 1.53997, 19.17065)  -0.775
N (18.21426, 0.26197, 20.98267)  -0.393
N (16.65166, 1.59468, 20.54825)  0.362
H (17.61836, -0.26345, 21.60631)  0.211
H (19.20966, 0.11075, 21.06283)  0.226
H (16.14000, 2.18307, 19.90630)  -0.186
H (16.29819, 1.35253, 21.46287)  -0.048
C (18.06454, 2.58983, 24.71456)  0.510
O (17.38783, 2.34852, 25.63336)  -0.608
N (18.93127, 3.66184, 24.52885)  -0.317
N (18.03573, 1.84074, 23.71526)  -0.199
H (18.92946, 4.50715, 25.08160)  0.305
H (19.50820, 3.77471, 23.70757)  0.014
H (18.77566, 2.08473, 23.07255)  0.098
H (17.61774, 0.92436, 23.79044)  0.206

---

[4]
The following is a DFT calculation (wB97M-V/def2-TZVPD) of 2 unconnected molecules or ions with the total composition C2 at a distorted geometry.

Relative energy (zero: lowest compared OMol25 entry of this formula, charge and spin), kcal per mole: 245.7
E_tot, Ha: -75.6417
E_LUMO (spin up / spin down), eV: 3.576 / 4.281
Kohn-Sham gap (spin up / spin down), eV: 4.78 / 5.18
Multiplicity: 2
Net charge: -1

Last column: Mulliken charge in e.
Positions of all 2 atoms, in Å:
C (0.00000, 0.00000, 1.43877)  -0.500
C (0.00000, 0.00000, -1.43877)  -0.500